This record from the OMol25 dataset describes C30H21F10N4OPtSSe as an isolated structure. The level of theory is ωB97M-V/def2-TZVPD.

The geometry in XYZ format:
```
69
Properties=species:S:1:pos:R:3:forces:R:3:lowdin_charge:R:1
Pt -0.212440 2.512795 -0.554239 0.48 0.26 1.98 0.85
C 0.383832 1.946986 2.979870 -0.03 -0.06 -0.06 -0.07
N 0.169199 2.911561 1.923850 0.04 0.14 0.33 -0.28
C -1.079708 3.638258 2.082567 -0.37 -0.15 -0.13 -0.21
C -2.268902 2.745697 1.705268 0.12 0.39 0.19 -0.21
N -2.142045 2.253135 0.351130 1.19 0.67 -0.92 -0.11
C -2.765809 1.154788 -0.054836 -0.90 -0.94 -0.44 -0.23
C -3.397735 0.129095 0.708126 0.18 0.44 -0.19 -0.15
F -3.417214 0.156273 2.069883 0.10 -0.02 -0.13 0.05
C -3.993883 -0.974225 0.129709 -0.16 -0.17 -0.36 -0.17
F -4.516688 -1.928647 0.931488 0.03 0.18 -0.15 0.08
C -4.053686 -1.137253 -1.245990 0.06 -0.01 0.17 -0.15
F -4.673121 -2.213568 -1.781026 0.15 0.18 0.00 0.08
C -3.454608 -0.163552 -2.045212 -0.12 -0.28 0.16 -0.17
F -3.475079 -0.299724 -3.384722 0.02 0.04 0.25 0.10
C -2.840388 0.916998 -1.463302 0.15 0.32 0.13 -0.18
F -2.226895 1.819156 -2.262695 -0.59 -0.49 -0.15 0.03
C 1.333464 3.745749 1.678182 0.30 -0.10 -0.21 -0.22
C 2.432227 2.948582 0.963829 -0.05 0.35 0.25 -0.22
N 1.943156 2.322056 -0.246360 -1.35 0.60 -0.48 -0.09
C 2.575676 1.291015 -0.778120 0.72 -0.68 -0.54 -0.25
C 3.663195 0.525019 -0.252571 -0.11 0.35 -0.06 -0.16
F 4.233858 0.816143 0.951265 -0.10 -0.02 -0.13 0.05
C 4.165042 -0.600345 -0.871752 0.01 -0.20 -0.25 -0.18
F 5.134300 -1.307644 -0.252873 -0.16 0.14 -0.16 0.09
C 3.675498 -1.042425 -2.090519 -0.08 0.00 0.10 -0.17
F 4.163406 -2.164466 -2.666580 -0.09 0.23 0.03 0.08
C 2.652877 -0.302417 -2.684807 0.28 -0.31 -0.11 -0.18
F 2.176155 -0.692320 -3.881161 0.09 0.14 0.34 0.11
C 2.143598 0.808200 -2.055710 -0.26 0.25 0.08 -0.20
F 1.121954 1.468478 -2.651225 0.58 -0.43 -0.25 0.03
H 0.505397 2.437657 3.959708 0.02 -0.01 0.05 0.09
H 1.273147 1.357398 2.769843 0.04 -0.06 0.03 0.08
H -0.458401 1.260226 3.032701 -0.01 -0.05 0.03 0.08
H -1.071446 4.505244 1.416187 0.06 -0.07 0.09 0.07
H -1.213906 3.998038 3.118117 -0.01 0.02 -0.05 0.12
H -3.185915 3.350343 1.773305 0.07 -0.02 0.20 0.12
H -2.346644 1.946795 2.445311 -0.06 0.06 -0.09 0.09
H 1.749833 4.150385 2.616564 0.01 0.04 -0.01 0.12
H 1.039899 4.588460 1.046432 -0.02 -0.09 0.11 0.06
H 2.834419 2.221300 1.673322 0.00 0.10 -0.13 0.09
H 3.246151 3.643224 0.709881 0.00 -0.01 0.19 0.12
Se -0.379280 4.863040 -1.382362 0.13 -0.70 1.67 0.62
C -0.546687 4.828844 -3.157039 -0.09 -0.11 -1.07 -0.88
N -0.655904 4.942972 -4.299547 -0.03 -0.05 -0.34 0.02
O -0.202583 -0.023882 0.010170 -0.65 1.06 0.09 -0.50
S 0.825805 -1.081753 -0.037835 0.09 -1.62 0.10 1.06
C 0.448273 -2.246710 1.312765 0.38 0.32 -0.15 -0.35
C 1.539489 -2.809423 1.959320 -0.02 0.09 -0.10 -0.09
C 1.334488 -3.629184 3.056860 -0.03 -0.13 0.13 -0.08
C 0.046100 -3.862086 3.513958 0.08 -0.09 0.02 -0.09
C -1.038410 -3.298965 2.859976 -0.04 0.05 -0.06 -0.06
C -0.840670 -2.491889 1.752007 -0.07 0.11 -0.10 -0.04
C 0.303484 -2.158786 -1.402824 0.18 0.21 0.20 -0.33
C 0.706526 -3.480045 -1.483144 -0.02 -0.08 0.05 -0.07
C 0.340169 -4.225557 -2.590962 0.11 -0.07 0.05 -0.08
C -0.422404 -3.650212 -3.593527 -0.13 0.04 -0.12 -0.08
C -0.820711 -2.326673 -3.504107 0.06 -0.18 -0.01 -0.05
C -0.435121 -1.570694 -2.411778 -0.02 0.23 0.11 -0.07
H 2.539195 -2.596330 1.605917 0.11 0.04 0.00 0.11
H 2.175081 -4.078993 3.567158 0.06 0.02 0.00 0.10
H -0.115477 -4.488508 4.381481 0.01 -0.01 0.02 0.10
H -2.041326 -3.482314 3.215525 -0.10 0.00 0.00 0.11
H -1.677270 -2.044323 1.240143 -0.14 0.14 -0.09 0.10
H 1.271705 -3.924834 -0.677386 0.11 -0.09 0.03 0.11
H 0.649756 -5.257814 -2.678667 0.02 -0.05 0.06 0.10
H -0.710078 -4.236697 -4.452947 -0.03 -0.08 -0.08 0.10
H -1.426772 -1.886737 -4.279562 -0.03 0.11 -0.09 0.11
H -0.689151 -0.524914 -2.336433 -0.11 0.13 0.01 0.10
```
Positions in Å, forces in eV/Å.

Calculated total energy = -146059.359 eV
HOMO = -4.25 eV
Frontier orbital gap = 0.23801 Eh
E_LUMO = 2.23 eV
Charge = -1
ΔE to the lowest compared entry with this formula, charge and spin = 238.0 kJ/mol

---

This record from the OMol25 dataset describes an isolated ion of composition C30H21NO3P and charge -1. The level of theory is ωB97M-V/def2-TZVPD.

The geometry in XYZ format:
```
56
Properties=species:S:1:pos:R:3:forces:R:3:lowdin_charge:R:1
C 4.396961 -3.441775 2.312372 -0.26 0.20 -0.28 -0.09
C 3.220792 -3.202512 3.032588 0.06 0.18 -0.24 -0.08
C 2.158748 -2.519590 2.432416 0.28 -0.05 0.01 -0.08
C 2.259497 -2.065324 1.109530 0.38 -0.38 0.02 -0.27
P 0.838595 -1.381278 0.194081 -0.48 0.98 -1.49 0.82
C -0.480299 -2.488306 0.807952 -0.16 -0.05 0.14 -0.28
C -1.362203 -2.183430 1.854341 0.07 -0.48 -0.15 -0.08
C -2.198378 -3.186220 2.364816 0.15 0.00 -0.17 -0.08
C -2.153072 -4.487205 1.851512 0.25 0.28 -0.08 -0.10
C -1.272407 -4.783250 0.806225 -0.09 0.23 -0.04 -0.09
C -0.465956 -3.780960 0.263421 -0.06 0.02 0.34 -0.07
C 0.401310 0.394749 0.726832 -0.61 -1.62 1.17 -0.27
C 1.142639 0.696679 1.956987 0.61 0.48 2.13 -0.24
N 1.691237 0.924730 2.965915 -1.05 -0.65 -2.13 0.17
O 1.071398 -1.369870 -1.281479 0.31 -0.53 0.82 -0.31
C 3.422287 -2.350184 0.373408 -0.04 0.01 0.31 -0.07
C 4.484148 -3.032384 0.974608 -0.12 0.05 0.27 -0.09
H 5.241797 -3.940194 2.791702 -0.27 0.06 -0.17 0.10
H 3.130646 -3.549452 4.063156 0.02 0.14 -0.28 0.10
H 1.243236 -2.354604 3.000801 0.22 -0.01 -0.15 0.11
H -1.402837 -1.178403 2.278431 0.02 -0.31 -0.10 0.11
H -2.879913 -2.952421 3.180935 0.11 -0.02 -0.18 0.10
H -2.799644 -5.266280 2.261531 0.21 0.26 -0.09 0.10
H -1.208525 -5.798454 0.413140 -0.09 0.27 0.04 0.10
H 0.198165 -3.997869 -0.574860 -0.12 0.05 0.24 0.11
H -0.671328 0.239408 0.956964 0.39 0.36 0.21 0.12
H 3.483020 -2.050654 -0.673372 -0.11 -0.04 0.27 0.10
H 5.381436 -3.247262 0.392306 -0.22 0.07 0.18 0.10
C -3.431022 2.127923 -5.047087 -0.15 -0.53 0.23 -0.10
C -2.567034 2.828457 -4.198783 0.39 -0.24 0.37 -0.03
C -1.911909 2.119841 -3.199772 -0.53 -0.20 -0.77 -0.11
C -2.202449 0.782135 -2.950059 -0.97 -0.04 -0.56 -0.10
C -3.127337 0.084933 -3.729749 0.53 0.38 0.19 -0.02
C -3.683353 0.755772 -4.828230 -0.11 0.62 -0.10 -0.11
C -1.492776 0.367215 -1.695916 0.69 1.17 0.90 -0.33
O -1.821858 -0.628148 -1.031831 0.37 -0.04 -0.17 0.00
C -0.561501 1.444445 -1.390811 -1.09 -0.26 -0.29 -0.08
C 0.494243 1.494515 -0.316417 0.26 0.77 -1.11 -0.22
C 0.537757 2.872821 0.382899 0.02 -0.35 0.33 -0.19
C -0.619849 3.608776 0.665220 0.19 0.52 0.01 -0.03
C -0.502943 4.923418 1.152347 0.50 -0.66 0.11 -0.08
C 0.750274 5.394435 1.581143 -0.47 0.06 -0.29 -0.11
C 1.881207 4.594052 1.444184 0.15 -0.23 -0.10 -0.09
C 1.778584 3.355008 0.811471 -0.50 0.20 -0.17 -0.06
C -0.822633 2.568516 -2.273938 0.49 -0.89 0.73 -0.36
O -0.296740 3.680974 -2.334043 -0.05 -0.04 -0.01 0.03
H -3.925609 2.657941 -5.862993 0.09 -0.24 0.16 0.09
H -2.376019 3.898338 -4.268687 -0.04 -0.21 -0.27 0.11
H -3.383543 -0.946584 -3.481984 0.10 0.26 -0.15 0.11
H -4.355236 0.227138 -5.507639 0.13 0.14 0.21 0.09
H 1.439768 1.346466 -0.861090 0.19 0.26 0.39 0.15
H -1.617351 3.185594 0.493433 0.50 0.20 -0.37 0.13
H -1.382175 5.568482 1.160881 0.20 -0.20 0.31 0.09
H 0.831298 6.396936 2.005696 0.02 -0.26 -0.13 0.09
H 2.857158 4.931662 1.803827 -0.35 -0.03 -0.11 0.10
H 2.639675 2.711272 0.641686 0.03 0.32 0.07 0.11
```
Positions in Å, forces in eV/Å.

Calculated total energy = -48374.620 eV
HOMO = -3.93 eV
SMILES string = N#C[C@@H]([C@@H](C1=C([O-])c2ccccc2C1=O)c1ccccc1)P(=O)(c1ccccc1)c1ccccc1
Frontier orbital gap = 0.24254 Eh
E_LUMO = 2.67 eV
Charge = -1

---

This record from the OMol25 dataset describes C30H22AuIN8O as an isolated structure. The level of theory is ωB97M-V/def2-TZVPD.

The geometry in XYZ format:
```
63
Properties=species:S:1:pos:R:3:forces:R:3:lowdin_charge:R:1
Au 1.980670 0.716429 1.669835 -0.19 -0.26 -0.09 0.84
I 4.786170 0.907029 1.779835 -0.14 0.85 0.01 1.19
C 4.489770 3.009129 1.669835 -0.59 -0.91 0.06 -0.53
C 5.638170 3.771429 1.630635 0.50 0.72 -0.02 -0.09
C 5.550270 5.161429 1.606235 0.56 -0.76 0.01 0.01
C 4.311170 5.759929 1.603735 -0.96 0.17 0.01 0.06
C 3.128270 4.995629 1.627735 0.28 -0.21 -0.01 -0.14
C 1.872770 5.635929 1.615035 0.80 0.33 -0.04 0.06
C 0.718070 4.895929 1.682635 -0.70 -1.18 0.09 0.01
C 0.791270 3.501929 1.757835 -0.90 1.33 0.06 -0.06
C 1.989970 2.822929 1.720235 0.86 -1.62 -0.02 -0.18
C 3.192770 3.562929 1.669735 0.29 0.48 -0.02 -0.24
H 6.606170 3.294329 1.624835 0.10 0.00 0.02 0.11
H 6.447770 5.759829 1.593335 0.09 0.02 -0.02 0.14
H 4.221470 6.835129 1.589235 0.05 0.16 -0.03 0.14
H 1.831670 6.714029 1.559935 0.02 0.11 0.02 0.14
H -0.251130 5.370629 1.686035 -0.03 0.13 0.03 0.13
H -0.133830 2.958929 1.852035 -0.07 -0.03 0.03 0.08
C -3.321730 2.075029 0.518335 -0.87 0.46 -0.33 -0.06
N -2.223730 1.377329 1.130835 1.13 -0.35 -0.20 -0.12
C -1.014530 1.117729 0.630835 -0.19 0.04 -0.01 -0.15
N -0.301330 0.455929 1.531635 0.48 0.20 -0.19 -0.03
C -1.146030 0.325429 2.586135 -0.08 0.17 -0.05 -0.18
N -2.308030 0.869529 2.358035 -0.67 -0.16 0.85 0.15
C -3.772930 1.443029 -0.778965 -0.17 0.10 -0.31 -0.20
C -4.624130 2.154429 -1.628565 0.18 -0.14 0.14 -0.02
C -5.067330 1.595329 -2.818765 0.00 0.07 0.20 -0.04
C -4.659530 0.329229 -3.192565 0.34 -0.36 0.25 0.01
C -3.791230 -0.381471 -2.358465 -0.19 0.78 0.36 -0.12
C -3.371330 0.174629 -1.143865 -0.11 -0.15 -0.34 0.02
C -3.263130 -1.656671 -2.755565 -0.06 -1.33 -1.03 -0.27
N -3.517630 -2.364471 -3.829765 -1.51 2.76 0.48 0.11
N -2.752630 -3.420471 -3.814765 2.10 -2.32 0.57 0.11
C -2.019030 -3.381171 -2.728265 -1.22 0.35 -1.06 -0.26
O -2.322030 -2.276971 -2.008365 0.26 0.22 0.37 0.13
C -0.997730 -4.283871 -2.274765 0.68 -0.30 0.56 -0.13
C -0.436130 -5.230371 -3.139865 -0.22 0.36 0.27 0.01
C 0.619970 -6.001671 -2.698665 0.01 -0.04 0.15 -0.04
C 1.094470 -5.871171 -1.398365 -0.14 0.16 0.15 -0.01
C 0.500670 -4.973571 -0.510065 0.19 -0.30 -0.22 -0.20
C 0.964870 -4.869071 0.928435 -0.42 -0.78 -0.45 -0.06
N 1.612770 -3.602271 1.174035 -0.05 1.19 0.54 -0.09
C 1.111070 -2.408771 1.491635 -0.13 -0.25 -0.02 -0.11
N 2.088870 -1.511571 1.513235 -0.03 0.86 0.11 -0.06
C 3.193070 -2.235271 1.202735 -0.06 -0.22 -0.06 -0.22
N 2.925070 -3.490271 0.994135 0.91 -0.40 -0.27 0.15
C -0.531330 -4.171771 -0.958865 -0.11 -0.10 -0.47 0.02
H -3.028430 3.115929 0.342635 -0.04 -0.13 0.07 0.14
H -4.137130 2.072129 1.248535 0.22 0.01 -0.03 0.15
H -0.678330 1.394229 -0.345865 0.00 0.14 -0.32 0.16
H -0.892530 -0.165171 3.502735 0.02 -0.10 0.27 0.12
H -4.943530 3.147029 -1.353465 -0.06 0.19 0.03 0.12
H -5.729530 2.156029 -3.460465 -0.05 0.05 -0.03 0.12
H -4.987230 -0.122571 -4.114965 -0.01 -0.01 -0.13 0.13
H -2.725330 -0.409871 -0.506665 0.03 -0.09 0.02 0.11
H -0.832730 -5.330871 -4.137865 0.01 0.02 -0.12 0.13
H 1.079170 -6.712671 -3.368465 0.03 -0.06 -0.02 0.12
H 1.927870 -6.474671 -1.076665 0.11 -0.13 0.10 0.12
H 1.705970 -5.642171 1.138335 -0.12 0.14 0.10 0.14
H 0.119970 -4.983971 1.612235 0.16 0.11 0.01 0.14
H 0.088670 -2.204371 1.722035 -0.34 -0.06 -0.05 0.12
H 4.186470 -1.841971 1.132035 0.17 0.02 -0.06 0.05
H -0.994130 -3.457271 -0.294365 -0.13 0.09 0.07 0.11
```
Positions in Å, forces in eV/Å.

Calculated total energy = -57211.200 eV
2S+1 = 3
HOMO (spin up / spin down) = -12.39 / -12.39 eV
Frontier orbital gap (spin up / spin down) = 0.20830 / 0.09208 Eh
E_LUMO (spin up / spin down) = -6.72 / -9.89 eV
Charge = +2
ΔE to the lowest compared entry with this formula, charge and spin = 0.0 kJ/mol